No. 1
The following is a DFT calculation (ωB97M-V/def2-TZVPD) of 2 unconnected molecules or ions with the total composition CH4N3O at a distorted geometry.

Its net charge is +1. The energy above the lowest of the compared OMol25 structures with the same formula, charge and spin is 432.3 kJ/mol. The value obtained for the HOMO energy (alpha / beta) is -14.90 / -13.45 eV.

Structure (XYZ):
```
9
Properties=species:S:1:pos:R:3:forces:R:3
C -0.10945 -0.08715 -0.10960 1.5 2.8 1.4
N 1.10522 2.04157 0.83176 -0.4 -1.0 -0.7
N -0.13395 -0.76226 0.96016 -2.9 -5.7 -1.7
N -0.49295 -0.39151 -1.28023 -0.9 -0.8 -0.9
O 1.96943 2.16962 0.15122 0.2 0.4 0.2
H 0.01889 -0.46839 1.83904 1.1 1.9 3.4
H -0.66725 -1.72423 1.01368 1.3 2.1 -0.4
H -0.51255 0.32829 -1.94411 0.2 1.0 -1.2
H -1.17738 -1.10595 -1.46192 -0.1 -0.7 0.0
```
Positions in Å, forces in eV/Å.

Atom charges from the natural (NBO) analysis, given in e for atoms 1 to 5: atom 1 (C): 0.500, atom 2 (N): 0.378, atom 3 (N): -0.752, atom 4 (N): -0.759, atom 5 (O): -0.027

---

No. 2
The following is a DFT calculation (ωB97M-V/def2-TZVPD) of 2 unconnected molecules or ions with the total composition CH4N3O2 at a distorted geometry.

Its net charge is -1. The energy above the lowest of the compared OMol25 structures with the same formula, charge and spin is 518.3 kJ/mol. The value obtained for the HOMO energy (alpha / beta) is -4.61 / -2.59 eV.

Structure (XYZ):
```
10
Properties=species:S:1:pos:R:3:forces:R:3
C -1.74443 0.93993 0.37967 0.2 -1.2 -0.3
N 1.45420 -0.07394 0.47783 0.1 1.4 -0.5
N 0.35478 -0.37258 1.04082 -0.7 -1.3 1.6
N 1.49962 -0.41426 -0.84042 0.7 -1.4 0.8
O 0.60473 -1.10885 -1.32897 -1.0 -0.3 -0.8
O 2.55129 -0.17262 -1.42218 1.0 0.6 -0.8
H -0.89348 1.54112 0.56432 0.4 1.0 0.2
H -1.79880 0.58474 -0.66301 -0.3 0.0 0.7
H -1.92204 0.25520 1.21972 -0.4 0.4 -0.6
H -0.10586 -1.17873 0.57222 0.1 0.7 -0.4
```
Positions in Å, forces in eV/Å.

Atom charges from the natural (NBO) analysis, given in e for atoms 1 to 5: atom 1 (C): -0.600, atom 2 (N): -0.203, atom 3 (N): -0.486, atom 4 (N): 0.521, atom 5 (O): -0.555

---

No. 3
The following is a DFT calculation (ωB97M-V/def2-TZVPD) of 2 unconnected molecules or ions with the total composition CH4N3O3S at a distorted geometry.

Its net charge is +1. The expectation value of S² is 2.01. The value obtained for the HOMO energy (alpha / beta) is -12.88 / -14.28 eV. The multiplicity is 3.

Structure (XYZ):
```
12
Properties=species:S:1:pos:R:3:forces:R:3
C -0.99368 -0.70492 -0.29275 -1.1 -0.8 -0.8
N 1.95063 1.53589 -1.04106 1.3 1.0 -2.5
N -2.13237 -1.39516 0.06862 -0.5 0.5 -0.3
N -1.45775 -0.30145 0.88803 -0.8 1.6 0.7
O -0.16534 -0.56453 -1.13104 -0.3 -0.4 -1.0
O 2.56965 -0.77134 -1.98000 -0.2 -0.4 1.9
O -0.81232 -0.69554 2.04652 -0.4 -1.1 0.0
S 2.00904 0.09547 -0.72231 2.0 -4.5 -0.3
H 2.68012 -0.55946 -2.91334 -0.5 1.0 -0.2
H -3.08879 -1.05414 -0.23793 1.5 -0.4 0.3
H 1.66961 2.33630 -0.62315 -1.3 3.2 1.5
H -1.45393 -1.36224 2.36387 0.5 0.1 0.6
```
Positions in Å, forces in eV/Å.

Atom charges from the natural (NBO) analysis, given in e for atoms 1 to 5: atom 1 (C): 0.782, atom 2 (N): -0.663, atom 3 (N): -0.461, atom 4 (N): -0.045, atom 5 (O): -0.512

---

No. 4
The following is a DFT calculation (ωB97M-V/def2-TZVPD) of 2 unconnected molecules or ions with the total composition CH4N3O4S at a distorted geometry.

Its net charge is -1. The energy above the lowest of the compared OMol25 structures with the same formula, charge and spin is 253.2 kJ/mol. The value obtained for the HOMO energy (alpha / beta) is -5.71 / -5.95 eV.

Structure (XYZ):
```
13
Properties=species:S:1:pos:R:3:forces:R:3
C -1.83060 -0.24756 -0.20577 1.5 0.8 0.5
N 0.53717 -2.66085 0.59076 -2.2 -0.1 4.2
N 0.32446 2.02419 0.38320 -0.6 -0.6 0.7
N -0.52691 -0.45833 0.37175 0.7 0.3 0.4
O -2.60265 -1.13527 -0.38771 -1.2 -0.8 -0.5
O -1.85096 1.02448 -0.25904 -1.4 -0.3 -0.4
O 1.91426 0.13074 0.32973 -0.4 0.0 0.3
O 0.61574 0.56563 -1.68867 -0.2 0.3 1.1
S 0.63852 0.54384 -0.22368 1.8 -2.1 -1.5
H 1.02589 -2.09050 1.30849 -0.2 -0.3 -0.7
H 1.01738 -2.56184 -0.21486 2.3 0.7 -3.5
H 1.09648 2.62412 0.29124 1.6 0.6 -0.2
H -0.35878 2.24136 -0.29542 -1.5 1.4 -0.3
```
Positions in Å, forces in eV/Å.

Atom charges from the natural (NBO) analysis, given in e for atoms 1 to 5: atom 1 (C): 0.840, atom 2 (N): -0.611, atom 3 (N): -1.038, atom 4 (N): -0.665, atom 5 (O): -0.651

---

No. 5
The following is a DFT calculation (ωB97M-V/def2-TZVPD) of a molecular structure, CH4N3OP3 at a distorted geometry.

Its net charge is 0. The energy above the lowest of the compared OMol25 structures with the same formula, charge and spin is 7.1 kJ/mol. The value obtained for the HOMO energy is -9.11 eV.

Structure (XYZ):
```
12
Properties=species:S:1:pos:R:3:forces:R:3
C 1.64399 0.29214 0.59905 2.9 1.3 1.9
N -2.25317 -0.80991 0.78925 0.0 -0.1 -0.4
N -0.93895 1.44687 0.32511 -1.8 -0.7 0.0
N -0.88597 -0.97014 -1.42372 0.6 1.4 -1.0
O 1.25718 0.73467 -0.63187 -0.7 0.7 -2.6
P -1.32347 -1.73504 -0.11285 0.0 -1.9 0.4
P -2.27484 0.76664 0.96970 0.8 1.4 0.4
P -0.27061 1.07407 -1.08776 1.1 -0.6 0.0
H 2.73639 -0.03511 0.50765 -1.6 -0.3 0.1
H 0.95531 -0.45552 0.95043 0.0 -0.5 0.6
H 1.77227 1.17651 1.31664 -0.8 -1.2 -0.6
H -0.41813 -1.48519 -2.20164 -0.3 0.6 1.1
```
Positions in Å, forces in eV/Å.

Atom charges from the natural (NBO) analysis, given in e for atoms 1 to 5: atom 1 (C): -0.253, atom 2 (N): -1.403, atom 3 (N): -1.417, atom 4 (N): -1.284, atom 5 (O): -0.815

---

No. 6
The following is a DFT calculation (ωB97M-V/def2-TZVPD) of a single CH4N3P molecule at a distorted geometry.

Its net charge is 0. The energy above the lowest of the compared OMol25 structures with the same formula, charge and spin is 32.0 kJ/mol. The value obtained for the HOMO energy is -9.96 eV.

Structure (XYZ):
```
9
Properties=species:S:1:pos:R:3:forces:R:3
N -2.54996 0.38331 0.45142 -1.4 0.4 0.9
C -1.57946 0.08287 -0.06165 0.6 -0.6 -1.5
P -0.04286 -0.28514 -0.97286 0.1 1.9 1.9
N 0.69008 1.09704 -0.02490 -3.1 0.1 0.4
N 0.49118 -1.38475 0.12780 2.3 -4.6 -0.8
H -0.13843 1.68128 0.40174 2.3 -1.3 -1.1
H 1.13569 1.68513 -0.67422 0.9 1.2 -0.8
H 0.92874 -0.98507 0.93173 0.1 0.3 0.5
H 1.06501 -2.27467 -0.17906 -1.8 2.6 0.6
```
Positions in Å, forces in eV/Å.

Atom charges from the natural (NBO) analysis, given in e for atoms 1 to 5: atom 1 (N): -0.327, atom 2 (C): -0.098, atom 3 (P): 1.136, atom 4 (N): -1.115, atom 5 (N): -1.180

---

No. 7
The following is a DFT calculation (ωB97M-V/def2-TZVPD) of 2 unconnected molecules or ions with the total composition CH4N3PS at a distorted geometry.

Its net charge is 0. The energy above the lowest of the compared OMol25 structures with the same formula, charge and spin is 330.6 kJ/mol. The value obtained for the HOMO energy (alpha / beta) is -8.58 / -8.58 eV.

Structure (XYZ):
```
10
Properties=species:S:1:pos:R:3:forces:R:3
C 3.59307 1.02552 -0.02639 0.9 0.6 0.2
N 2.60981 0.43071 -0.19332 -2.5 -1.1 0.0
N -1.05991 0.05760 -1.31309 0.8 0.0 1.3
N -0.69181 0.30127 1.36551 2.2 0.0 -1.7
P -0.30348 -0.68408 -0.00390 -2.4 -0.1 -0.3
S -0.67900 -2.60848 -0.03412 1.2 1.7 0.4
H -0.89971 -0.12786 -2.29607 0.4 -0.3 0.4
H -1.74740 0.78178 -1.16280 0.3 0.2 0.3
H -0.90707 -0.22797 2.23360 0.6 0.5 -0.9
H 0.08550 1.05150 1.43060 -1.6 -1.5 0.3
```
Positions in Å, forces in eV/Å.

Atom charges from the natural (NBO) analysis, given in e for atoms 1 to 5: atom 1 (C): 0.012, atom 2 (N): -0.804, atom 3 (N): -1.135, atom 4 (N): -1.129, atom 5 (P): 1.582

---

No. 8
The following is a DFT calculation (ωB97M-V/def2-TZVPD) of a single CH4N4 molecule at a distorted geometry.

Its net charge is 0. The energy above the lowest of the compared OMol25 structures with the same formula, charge and spin is 259.8 kJ/mol. The value obtained for the HOMO energy is -9.83 eV.

Structure (XYZ):
```
9
Properties=species:S:1:pos:R:3:forces:R:3
H 1.68017 0.61945 0.33741 -0.7 0.2 0.1
N 1.82376 -0.13437 -0.35133 0.3 -1.5 -0.9
N 0.79975 -0.78998 -0.65721 2.4 1.2 -1.1
C -0.32912 -0.33009 -0.03009 -2.0 -0.1 3.5
N -1.12689 0.60204 -0.59506 0.2 0.5 -1.0
N -0.58164 -0.76505 1.15627 0.5 -0.3 -0.7
H 0.14423 -1.46384 1.36045 -0.5 0.1 0.3
H -1.72302 1.07510 0.07146 0.0 -0.2 -0.2
H -0.68722 1.18674 -1.29190 -0.3 0.0 0.0
```
Positions in Å, forces in eV/Å.

Atom charges from the natural (NBO) analysis, given in e for atoms 1 to 5: atom 1 (H): 0.295, atom 2 (N): -0.268, atom 3 (N): -0.142, atom 4 (C): 0.489, atom 5 (N): -0.799

---

No. 9
The following is a DFT calculation (ωB97M-V/def2-TZVPD) of 2 unconnected molecules or ions with the total composition CH4N4 at a distorted geometry.

Its net charge is 0. The energy above the lowest of the compared OMol25 structures with the same formula, charge and spin is 258.4 kJ/mol. The value obtained for the HOMO energy (alpha / beta) is -7.81 / -7.80 eV.

Structure (XYZ):
```
9
Properties=species:S:1:pos:R:3:forces:R:3
C -0.25542 -0.48128 1.30678 -1.3 1.5 1.1
N -1.49164 -0.44345 -2.67263 1.6 -0.3 0.8
N -0.51847 -0.70605 -2.22586 -1.9 0.1 -1.2
N 0.37116 0.43880 0.64028 1.1 1.7 0.8
N 1.12069 0.21873 -0.36782 1.3 0.4 -1.4
H -0.85022 -0.07689 2.13375 0.2 -0.7 -0.4
H -0.31976 -1.43221 0.85862 0.0 -1.0 -0.1
H 0.37125 1.40219 1.06238 -0.3 -1.1 -0.4
H 1.57240 1.08014 -0.73549 -0.7 -0.5 0.8
```
Positions in Å, forces in eV/Å.

Atom charges from the natural (NBO) analysis, given in e for atoms 1 to 5: atom 1 (C): -0.311, atom 2 (N): -0.031, atom 3 (N): 0.021, atom 4 (N): -0.186, atom 5 (N): -0.581

---

No. 10
The following is a DFT calculation (ωB97M-V/def2-TZVPD) of a single CH4N4O molecule at a distorted geometry.

Its net charge is 0. The energy above the lowest of the compared OMol25 structures with the same formula, charge and spin is 60.2 kJ/mol. The value obtained for the HOMO energy is -9.57 eV.

Structure (XYZ):
```
10
Properties=species:S:1:pos:R:3:forces:R:3
H -1.63812 -1.46575 -0.16098 -0.7 -1.1 -0.1
N -1.74762 -0.47365 -0.14033 0.3 -0.6 0.0
C -0.57642 -0.02658 0.03039 0.5 0.5 0.0
N -0.40171 1.30192 0.13566 0.3 0.7 0.1
N 0.59733 -0.89126 0.17635 -0.6 0.0 -0.4
N 1.91501 -0.63456 -0.00168 -0.7 1.1 0.0
O 2.19527 0.54544 -0.12710 0.0 -1.1 0.1
H -1.23880 1.85456 -0.04848 0.6 -0.3 0.1
H 0.52028 1.67829 0.01642 0.0 0.2 0.0
H 0.37478 -1.88839 0.11974 0.4 0.6 0.1
```
Positions in Å, forces in eV/Å.

Atom charges from the natural (NBO) analysis, given in e for atoms 1 to 5: atom 1 (H): 0.320, atom 2 (N): -0.713, atom 3 (C): 0.548, atom 4 (N): -0.814, atom 5 (N): -0.450

---

No. 11
The following is a DFT calculation (ωB97M-V/def2-TZVPD) of 2 unconnected molecules or ions with the total composition CH4N4O at a distorted geometry.

Its net charge is 0. The energy above the lowest of the compared OMol25 structures with the same formula, charge and spin is 376.8 kJ/mol. The value obtained for the HOMO energy is -9.38 eV.

Structure (XYZ):
```
10
Properties=species:S:1:pos:R:3:forces:R:3
C 1.16926 -0.81650 -1.02797 1.9 1.2 2.6
N -0.24319 -1.22811 0.77125 -0.9 -1.1 2.1
N -0.71450 -1.50768 1.75334 0.3 0.2 1.1
N -1.98299 2.09016 0.74449 2.0 0.3 -0.3
N -0.05354 -1.02096 -0.37081 -0.8 0.2 -3.1
O -0.96066 1.90824 0.09862 -2.0 0.5 1.5
H 0.99249 -0.56511 -1.99237 -0.8 0.6 -3.0
H 1.65836 0.07651 -0.60740 0.2 -0.2 0.0
H 1.88670 -1.61308 -1.02363 0.2 -0.8 0.3
H -1.75193 2.67652 1.65448 0.0 -0.8 -1.2
```
Positions in Å, forces in eV/Å.

Atom charges from the natural (NBO) analysis, given in e for atoms 1 to 5: atom 1 (C): -0.423, atom 2 (N): 0.260, atom 3 (N): -0.123, atom 4 (N): 0.007, atom 5 (N): -0.311

---

No. 12
The following is a DFT calculation (ωB97M-V/def2-TZVPD) of a single CH4N4S molecule at a distorted geometry.

Its net charge is 0. The energy above the lowest of the compared OMol25 structures with the same formula, charge and spin is 285.6 kJ/mol. The value obtained for the HOMO energy is -8.64 eV.

Structure (XYZ):
```
10
Properties=species:S:1:pos:R:3:forces:R:3
S -2.79235 0.04158 -0.03291 -1.1 0.3 0.0
N -1.16269 -0.10501 0.01312 0.0 0.0 0.2
N -0.51254 -1.14841 0.13126 0.5 -2.3 0.5
C 0.88378 -0.82647 -0.13352 0.4 0.9 1.6
N 0.97744 0.62224 0.05411 0.0 1.4 3.5
N -0.38525 0.97712 -0.08208 -0.4 3.1 -1.1
H 1.63976 -1.31607 0.55371 -1.1 0.2 -1.2
H 1.01417 -0.91797 -1.17119 0.7 -1.2 -1.5
H 1.16972 0.79707 1.13123 -0.3 -0.4 -2.6
H -0.83204 1.87594 -0.46373 1.3 -2.1 0.7
```
Positions in Å, forces in eV/Å.

Atom charges from the natural (NBO) analysis, given in e for atoms 1 to 5: atom 1 (S): -0.108, atom 2 (N): 0.000, atom 3 (N): -0.221, atom 4 (C): -0.120, atom 5 (N): -0.420

---

Ordered calculated total energy results: -7608.52732 -9661.54931 -22533.14277 -24595.19922 -35486.31351 -14860.41436 -25693.28387 -7060.29196 -7060.30680 -9107.56582 -9104.28443 -17893.30667; unit eV.